(1)
Entry from OMol25: a molecular structure, C33H27N3O8PRu (ωB97M-V/def2-TZVPD).

Last column: Löwdin charge in e.
Atoms and positions in Å:
Ru1 -14.662 -10.745 -4.596  1.24
O1 -14.021 -13.563 -7.484  0.25
C1 -13.910 -12.822 -6.536  -0.44
N1 -14.922 -12.438 -5.681  0.01
C2 -16.167 -13.005 -5.771  -0.43
O2 -16.533 -13.866 -6.586  0.10
C3 -17.074 -12.372 -4.824  -0.17
C4 -18.355 -12.951 -4.589  0.04
C5 -19.115 -12.370 -3.599  -0.02
C6 -18.606 -11.218 -2.917  -0.02
C7 -17.420 -10.646 -3.341  -0.09
N2 -16.609 -11.286 -4.204  -0.04
C8 -12.635 -12.201 -6.182  -0.18
C9 -11.434 -12.639 -6.708  -0.01
C10 -10.287 -11.902 -6.467  -0.03
C11 -10.401 -10.861 -5.510  -0.04
C12 -11.631 -10.512 -4.984  -0.13
N3 -12.708 -11.161 -5.285  -0.03
H1 -18.579 -13.830 -5.170  0.12
H2 -20.101 -12.744 -3.494  0.10
H3 -19.236 -10.793 -2.095  0.13
H4 -17.079 -9.685 -2.966  0.13
H5 -11.396 -13.524 -7.341  0.12
H6 -9.397 -12.152 -7.013  0.11
H7 -9.512 -10.346 -5.157  0.11
H8 -11.742 -9.649 -4.310  0.13
O3 -12.210 -9.092 0.859  0.12
C13 -12.759 -9.427 -0.159  -0.20
C14 -13.347 -8.324 -1.204  -0.29
O4 -13.552 -7.134 -1.066  0.07
C15 -13.644 -9.200 -2.350  -0.32
C16 -13.542 -10.631 -2.012  -0.26
O5 -13.976 -11.562 -2.841  -0.15
C17 -12.997 -10.863 -0.711  -0.34
O6 -12.772 -11.908 -0.114  0.07
O7 -13.972 -8.838 -3.527  -0.12
C18 -15.968 -7.991 -5.921  -0.25
P1 -15.164 -9.545 -6.402  0.83
C19 -13.753 -9.039 -7.507  -0.20
C20 -16.245 -10.256 -7.686  -0.34
C21 -15.724 -11.360 -8.494  -0.06
C22 -16.692 -12.216 -9.097  -0.06
C23 -18.036 -11.853 -9.116  -0.09
C24 -18.369 -10.596 -8.723  -0.10
C25 -17.542 -9.819 -7.903  -0.09
H9 -16.967 -8.175 -5.503  0.04
H10 -16.070 -7.208 -6.718  0.08
H11 -15.336 -7.579 -5.132  0.03
H12 -14.077 -8.605 -8.447  0.05
H13 -13.311 -10.013 -7.748  0.03
H14 -12.961 -8.404 -7.121  0.05
H15 -14.686 -11.539 -8.670  0.08
H16 -16.419 -13.145 -9.595  0.12
H17 -18.793 -12.519 -9.454  0.10
H18 -19.335 -10.195 -9.019  0.11
H19 -17.873 -8.880 -7.397  0.11
C26 -12.124 -15.202 -10.989  -0.01
C27 -11.765 -13.697 -10.776  -0.37
O8 -12.180 -13.035 -9.853  0.06
C28 -10.750 -13.084 -11.770  -0.14
C29 -10.642 -13.500 -13.115  -0.04
C30 -9.831 -12.789 -14.029  -0.07
C31 -8.943 -11.879 -13.490  -0.10
C32 -9.002 -11.414 -12.181  -0.08
C33 -9.903 -12.028 -11.322  -0.03
H20 -12.885 -15.421 -10.221  0.08
H21 -11.231 -15.844 -10.787  0.10
H22 -12.548 -15.308 -12.018  0.08
H23 -11.118 -14.458 -13.468  0.12
H24 -9.817 -13.097 -15.065  0.10
H25 -8.318 -11.309 -14.170  0.10
H26 -8.431 -10.568 -11.876  0.10
H27 -9.982 -11.653 -10.289  0.11

Output
E in Ha: -2475.94555
Relative energy (zero: lowest compared OMol25 entry of this formula, charge and spin) in kJ/mol: 167.22
Multiplicity: 6
Orbital gap (spin up / spin down) in Eh: 0.14615 / 0.12469
Strongest force on any atom in eV Å⁻¹: 6.108
E_HOMO (spin up / spin down) in eV: -5.22 / -7.23

(2)
Entry from OMol25: a molecular structure, C33H28Br2N2O4P2Sc (ωB97M-V/def2-TZVPD).

Last column: Löwdin charge in e.
Atoms and positions in Å:
Sc1 0.917 -1.776 0.360  0.62
O1 -0.565 -3.783 -2.894  0.13
C1 -0.303 -3.399 -1.788  -0.54
O2 0.774 -2.740 -1.397  -0.18
C2 -1.262 -3.623 -0.623  -0.16
C3 -2.512 -4.209 -0.655  0.04
C4 -3.241 -4.244 0.530  0.00
C5 -2.725 -3.692 1.702  0.04
C6 -1.474 -3.116 1.641  -0.17
N1 -0.791 -3.099 0.502  0.03
C7 -0.733 -2.372 2.745  -0.58
O3 -1.190 -2.289 3.855  0.12
O4 0.393 -1.845 2.305  -0.19
H1 -2.888 -4.615 -1.584  0.13
H2 -4.224 -4.696 0.539  0.12
H3 -3.274 -3.694 2.633  0.13
Br1 3.812 -2.069 0.149  0.73
C8 3.880 -3.982 0.478  -0.93
Br2 2.215 -4.576 1.225  0.76
H4 4.675 -4.160 1.189  0.02
H5 4.041 -4.472 -0.474  0.02
C9 -0.393 2.582 1.224  -0.11
N2 -0.058 1.555 0.221  -0.46
P1 1.554 0.983 0.111  0.94
C10 2.264 1.840 -1.323  -0.39
C11 3.469 1.371 -1.843  -0.09
C12 4.061 2.015 -2.917  -0.06
C13 3.447 3.127 -3.479  -0.06
C14 2.244 3.593 -2.967  -0.06
C15 1.649 2.950 -1.890  -0.10
C16 2.510 1.646 1.501  -0.36
C17 2.552 0.887 2.674  -0.10
C18 3.246 1.357 3.779  -0.06
C19 3.900 2.579 3.715  -0.06
C20 3.861 3.335 2.551  -0.06
C21 3.168 2.873 1.442  -0.07
P2 -1.036 0.133 0.027  1.00
C22 -2.604 0.576 0.823  -0.36
C23 -2.903 0.125 2.105  -0.07
C24 -4.075 0.530 2.731  -0.05
C25 -4.946 1.392 2.083  -0.06
C26 -4.644 1.858 0.807  -0.06
C27 -3.480 1.453 0.178  -0.10
C28 -1.478 -0.046 -1.732  -0.35
C29 -2.667 -0.704 -2.060  -0.10
C30 -2.919 -1.082 -3.370  -0.06
C31 -1.988 -0.817 -4.363  -0.06
C32 -0.802 -0.172 -4.045  -0.05
C33 -0.542 0.200 -2.736  -0.08
H6 0.298 3.417 1.118  0.08
H7 -0.326 2.204 2.245  0.09
H8 -1.402 2.949 1.049  0.08
H9 3.946 0.501 -1.405  0.07
H10 4.995 1.648 -3.321  0.11
H11 3.905 3.629 -4.321  0.11
H12 1.766 4.457 -3.410  0.11
H13 0.699 3.296 -1.502  0.11
H14 2.020 -0.056 2.739  0.08
H15 3.273 0.771 4.688  0.11
H16 4.444 2.944 4.576  0.11
H17 4.373 4.287 2.504  0.11
H18 3.150 3.458 0.531  0.11
H19 -2.223 -0.521 2.644  0.08
H20 -4.298 0.173 3.728  0.12
H21 -5.858 1.707 2.571  0.11
H22 -5.319 2.537 0.304  0.11
H23 -3.252 1.813 -0.818  0.12
H24 -3.396 -0.917 -1.287  0.11
H25 -3.845 -1.587 -3.613  0.11
H26 -2.184 -1.120 -5.382  0.11
H27 -0.071 0.029 -4.817  0.11
H28 0.394 0.691 -2.504  0.07

Output
E in Ha: -8276.28244
Relative energy (zero: lowest compared OMol25 entry of this formula, charge and spin) in kJ/mol: 22.25
Multiplicity: 1
Orbital gap in Eh: 0.30358
Strongest force on any atom in eV Å⁻¹: 0.709
Total charge: +1
E_HOMO in eV: -11.38

(3)
Entry from OMol25: a molecular structure, C33H28BrIrN7O4S2 (ωB97M-V/def2-TZVPD).

Last column: Löwdin charge in e.
Atoms and positions in Å:
Ir1 -0.053 -0.057 -0.207  1.44
C1 -2.971 0.465 -0.495  -0.07
N1 -1.695 0.931 -1.103  -0.16
C2 -1.487 2.391 -0.903  -0.09
C3 -0.781 2.589 0.415  -0.27
N2 -0.157 1.593 1.005  0.02
C4 0.419 2.085 2.165  -0.17
C5 1.174 1.457 3.155  0.02
C6 1.584 2.242 4.211  -0.05
C7 1.252 3.604 4.297  -0.06
C8 0.494 4.230 3.328  0.00
C9 0.087 3.439 2.261  -0.17
N3 -0.687 3.722 1.137  0.19
C10 -2.736 -0.891 0.073  -0.31
N4 -1.614 -1.135 0.722  0.03
C11 -1.618 -2.510 0.974  -0.19
C12 -0.675 -3.335 1.579  0.02
C13 -0.963 -4.682 1.650  -0.06
C14 -2.158 -5.209 1.141  -0.07
C15 -3.106 -4.404 0.546  0.00
C16 -2.805 -3.050 0.474  -0.17
N5 -3.491 -1.983 -0.089  0.21
H1 -3.784 0.485 -1.220  0.14
H2 -3.217 1.142 0.326  0.14
H3 -1.672 0.679 -2.092  0.04
H4 -2.437 2.930 -0.928  0.14
H5 -0.867 2.771 -1.718  0.09
H6 1.432 0.407 3.095  0.10
H7 2.178 1.797 4.998  0.11
H8 1.599 4.178 5.145  0.11
H9 0.234 5.277 3.398  0.12
H10 -1.070 4.618 0.886  0.18
H11 0.248 -2.942 1.970  0.10
H12 -0.249 -5.351 2.110  0.11
H13 -2.339 -6.273 1.217  0.11
H14 -4.028 -4.808 0.151  0.12
H15 -4.362 -2.025 -0.592  0.18
O1 2.538 -1.921 2.945  0.05
C17 3.709 -1.410 2.499  -0.26
C18 4.843 -1.656 3.272  -0.01
C19 6.069 -1.159 2.884  -0.07
C20 6.193 -0.401 1.721  -0.08
C21 5.074 -0.146 0.960  -0.02
C22 3.816 -0.641 1.328  -0.08
C23 2.644 -0.320 0.500  -0.39
O2 1.492 -0.856 0.846  -0.21
N6 2.773 0.498 -0.498  0.05
N7 1.570 0.694 -1.184  -0.23
C24 1.750 0.966 -2.426  -0.90
S1 3.340 1.009 -3.118  1.01
C25 2.758 1.451 -4.784  -0.49
C26 1.379 0.852 -4.982  -0.47
S2 0.420 1.288 -3.508  0.95
H16 1.863 -1.667 2.289  0.04
H17 4.729 -2.243 4.172  0.12
H18 6.940 -1.361 3.493  0.11
H19 7.156 -0.018 1.417  0.10
H20 5.144 0.444 0.057  0.11
H21 3.472 1.032 -5.492  0.09
H22 2.741 2.535 -4.895  0.08
H23 1.413 -0.234 -5.052  0.08
H24 0.868 1.276 -5.845  0.09
Br1 -2.650 -1.580 -3.908  0.78
C27 -1.789 -3.264 -3.610  -0.58
C28 -2.458 -4.394 -4.050  -0.13
C29 -1.865 -5.636 -3.880  -0.07
C30 -0.612 -5.734 -3.295  -0.06
C31 0.050 -4.590 -2.881  -0.01
C32 -0.534 -3.335 -3.024  -0.16
C33 0.222 -2.137 -2.497  -0.61
O3 1.327 -1.840 -2.911  0.07
O4 -0.440 -1.566 -1.548  -0.19
H25 -3.423 -4.301 -4.528  0.10
H26 -2.382 -6.523 -4.222  0.11
H27 -0.145 -6.701 -3.169  0.11
H28 1.036 -4.653 -2.439  0.13

Output
E in Ha: -5433.28347
Relative energy (zero: lowest compared OMol25 entry of this formula, charge and spin) in kJ/mol: 43.08
Multiplicity: 1
Orbital gap in Eh: 0.28814
Strongest force on any atom in eV Å⁻¹: 0.693
Total charge: +1
E_HOMO in eV: -10.16